1.
{"formula": "C22H26O4", "method": "ωB97M-V/def2-TZVPD", "multiplicity": 1, "smiles": "CCOC(=O)[C@@](C)(C(C)=O)[C@H](c1ccc(C)cc1)c1ccc(OC)cc1", "relative_energy_ev": 3.655, "charge": 0, "fmax_ev_per_a": 3.3, "gap_ha": 0.312, "species": ["C", "C", "O", "C", "O", "C", "C", "C", "C", "O", "C", "C", "C", "C", "C", "C", "C", "C", "C", "C", "C", "C", "O", "C", "C", "C", "H", "H", "H", "H", "H", "H", "H", "H", "H", "H", "H", "H", "H", "H", "H", "H", "H", "H", "H", "H", "H", "H", "H", "H", "H", "H"], "positions_angstrom": [[-3.41, -0.17, 2.39], [-2.26, 0.72, 2.76], [-1.05, -0.14, 2.64], [-0.12, 0.04, 3.58], [-0.35, 0.81, 4.51], [1.25, -0.81, 3.44], [0.84, -2.03, 2.52], [2.23, 0.14, 2.75], [3.29, -0.53, 1.93], [2.20, 1.35, 2.95], [2.09, -1.10, 4.86], [2.56, 0.12, 5.75], [1.59, 1.08, 6.06], [1.88, 2.43, 6.09], [3.20, 2.81, 6.28], [3.51, 4.26, 6.48], [4.19, 1.82, 6.31], [3.87, 0.47, 6.15], [3.16, -2.25, 4.86], [2.81, -3.54, 5.33], [3.65, -4.62, 5.14], [4.98, -4.40, 4.71], [5.75, -5.51, 4.54], [7.13, -5.30, 4.20], [5.39, -3.10, 4.37], [4.50, -2.03, 4.52], [-4.27, 0.44, 2.15], [-3.21, -0.83, 1.54], [-3.66, -0.78, 3.26], [-2.20, 1.59, 2.09], [-2.31, 1.02, 3.80], [-0.01, -2.54, 3.03], [0.50, -1.83, 1.45], [1.71, -2.74, 2.49], [3.34, -1.62, 2.10], [3.16, -0.37, 0.84], [4.27, -0.10, 2.14], [1.19, -1.52, 5.42], [0.58, 0.72, 6.14], [1.11, 3.18, 5.94], [4.55, 4.50, 6.25], [2.89, 4.94, 5.85], [3.32, 4.45, 7.55], [5.23, 2.15, 6.43], [4.74, -0.20, 6.29], [1.85, -3.67, 5.87], [3.31, -5.64, 5.36], [7.60, -6.29, 4.27], [7.22, -4.93, 3.15], [7.64, -4.60, 4.89], [6.39, -2.98, 3.98], [4.90, -1.02, 4.40]]}

=====

2.
{"formula": "C22H27ClIrO", "method": "ωB97M-V/def2-TZVPD", "multiplicity": 5, "charge": -1, "fmax_ev_per_a": 4.1, "gap_ha": [0.189, 0.169], "species": ["C", "C", "C", "H", "C", "C", "H", "H", "H", "H", "Ir", "Cl", "C", "C", "C", "H", "C", "C", "H", "H", "H", "H", "C", "C", "C", "C", "C", "C", "C", "C", "C", "C", "C", "C", "O", "H", "H", "H", "H", "H", "H", "H", "H", "H", "H", "H", "H", "H", "H", "H", "H", "H"], "positions_angstrom": [[-1.93, -0.87, 2.48], [-3.17, 0.03, 2.60], [-2.77, 1.43, 2.60], [-4.21, -0.33, 2.68], [-1.28, 1.43, 2.40], [-0.78, 0.05, 2.38], [0.28, -0.31, 2.19], [-1.95, -1.95, 2.43], [-3.44, 2.26, 2.67], [-0.61, 2.31, 2.27], [-2.25, 0.35, 0.67], [-1.90, -1.33, -1.06], [-3.13, 0.88, -1.36], [-2.84, 2.22, -0.92], [-3.82, 2.58, 0.04], [-2.11, 2.88, -1.41], [-4.62, 1.42, 0.34], [-4.13, 0.34, -0.45], [-4.56, -0.67, -0.48], [-2.87, 0.50, -2.36], [-4.11, 3.63, 0.37], [-5.55, 1.44, 0.94], [2.34, 2.30, -3.09], [1.42, 1.30, -2.40], [0.68, 0.54, -3.51], [2.18, 0.36, -1.53], [3.49, -0.01, -1.80], [4.10, -1.02, -1.03], [3.45, -1.65, 0.02], [2.15, -1.33, 0.32], [1.46, -2.07, 1.48], [1.60, -3.60, 1.33], [2.08, -1.70, 2.87], [1.46, -0.25, -0.42], [0.31, 0.15, -0.13], [3.00, 1.80, -3.81], [2.97, 2.81, -2.35], [1.77, 3.05, -3.64], [0.68, 1.81, -1.76], [1.41, -0.02, -4.12], [-0.03, -0.16, -3.05], [0.12, 1.19, -4.20], [4.07, 0.49, -2.59], [5.11, -1.34, -1.22], [3.91, -2.40, 0.67], [0.38, -1.79, 1.42], [2.67, -3.90, 1.40], [1.06, -4.13, 2.13], [1.21, -3.90, 0.34], [2.04, -0.61, 3.02], [1.52, -2.17, 3.71], [3.14, -2.03, 2.94]]}

=====

3.
{"formula": "C22H27ClN3O6SSeSiSn", "method": "ωB97M-V/def2-TZVPD", "multiplicity": 1, "relative_energy_ev": 0.000, "charge": 1, "fmax_ev_per_a": 0.7, "gap_ha": 0.275, "species": ["Sn", "Cl", "C", "C", "C", "C", "O", "C", "C", "N", "C", "C", "C", "C", "C", "C", "C", "C", "N", "C", "C", "H", "H", "H", "H", "H", "H", "H", "H", "H", "H", "C", "S", "O", "O", "O", "H", "H", "H", "N", "C", "C", "O", "O", "H", "H", "H", "H", "H", "C", "Si", "C", "C", "Se", "H", "H", "H", "H", "H", "H", "H", "H", "H"], "positions_angstrom": [[0.60, 0.12, 0.89], [-5.97, -3.04, 0.79], [-4.43, -2.33, 1.17], [-4.33, -1.44, 2.24], [-3.12, -0.87, 2.56], [-1.96, -1.15, 1.81], [-0.82, -0.61, 2.16], [-2.08, -2.06, 0.74], [-0.94, -2.49, -0.05], [0.17, -1.86, -0.17], [1.22, -2.45, -0.91], [1.05, -3.05, -2.13], [2.15, -3.64, -2.80], [3.39, -3.62, -2.24], [3.60, -2.99, -0.99], [4.86, -2.94, -0.35], [4.97, -2.32, 0.87], [3.82, -1.74, 1.44], [2.64, -1.77, 0.88], [2.52, -2.39, -0.32], [-3.32, -2.66, 0.45], [-5.21, -1.20, 2.82], [-3.02, -0.19, 3.39], [-1.05, -3.44, -0.56], [0.07, -3.06, -2.59], [1.98, -4.11, -3.76], [4.23, -4.07, -2.75], [5.72, -3.39, -0.82], [5.92, -2.27, 1.39], [3.89, -1.24, 2.40], [-3.39, -3.38, -0.36], [-1.75, -0.14, -2.74], [-0.92, 1.06, -1.76], [-1.27, 0.74, -0.35], [-1.39, 2.36, -2.17], [0.53, 0.90, -1.96], [-2.82, 0.03, -2.65], [-1.49, -1.13, -2.37], [-1.43, -0.01, -3.77], [1.36, 3.57, -2.23], [0.37, 4.64, -1.91], [-0.24, 4.44, -0.53], [-1.24, 5.03, -0.21], [0.49, 3.65, 0.22], [2.20, 3.65, -1.65], [1.63, 3.62, -3.21], [0.96, 2.62, -2.08], [-0.42, 4.61, -2.65], [0.87, 5.60, -1.93], [-1.92, 6.29, 2.46], [-2.02, 4.44, 2.48], [-3.41, 3.67, 1.53], [-1.97, 3.80, 4.25], [0.01, 3.39, 2.02], [-2.71, 6.70, 3.11], [-2.06, 6.70, 1.46], [-0.96, 6.62, 2.85], [-4.36, 4.08, 1.87], [-3.42, 2.59, 1.70], [-3.32, 3.86, 0.46], [-2.53, 4.48, 4.89], [-0.96, 3.76, 4.67], [-2.41, 2.81, 4.34]]}

=====

4.
{"formula": "C22H27CsN5O4S2", "method": "ωB97M-V/def2-TZVPD", "multiplicity": 2, "relative_energy_ev": 0.264, "charge": -2, "fmax_ev_per_a": 1.8, "gap_ha": [0.093, 0.196], "species": ["Cs", "O", "N", "C", "C", "C", "C", "C", "S", "H", "H", "H", "H", "S", "C", "C", "C", "C", "C", "C", "C", "C", "C", "N", "H", "H", "H", "H", "H", "H", "N", "C", "C", "O", "O", "H", "H", "H", "H", "H", "C", "N", "C", "C", "C", "N", "C", "C", "O", "H", "H", "H", "H", "H", "H", "H", "H", "H", "H", "H", "H"], "positions_angstrom": [[0.01, 0.05, -1.56], [-1.59, -0.40, 0.88], [-2.79, -0.10, 1.29], [-3.31, 1.14, 1.11], [-4.56, 1.49, 1.51], [-5.40, 0.54, 2.15], [-4.86, -0.73, 2.36], [-3.59, -1.05, 1.95], [-2.85, -2.59, 2.36], [-2.63, 1.84, 0.63], [-4.91, 2.50, 1.33], [-6.40, 0.78, 2.46], [-5.44, -1.50, 2.84], [2.95, 2.34, -5.73], [4.03, 1.38, -4.80], [3.51, 0.95, -3.62], [2.18, 1.36, -3.35], [1.71, 2.13, -4.35], [0.48, 2.83, -4.51], [0.08, 3.38, -5.75], [-1.08, 4.11, -5.83], [-1.85, 4.29, -4.67], [-1.41, 3.68, -3.51], [-0.30, 2.97, -3.41], [5.02, 1.19, -5.20], [4.10, 0.34, -2.94], [0.68, 3.21, -6.62], [-1.41, 4.53, -6.78], [-2.76, 4.88, -4.70], [-1.98, 3.78, -2.59], [-2.64, -3.56, -0.52], [-3.57, -3.03, -1.52], [-2.95, -3.25, -2.97], [-3.72, -3.61, -3.86], [-1.72, -3.07, -3.01], [-2.66, -3.01, 1.06], [-1.72, -3.29, -0.87], [-2.68, -4.58, -0.56], [-3.68, -1.96, -1.35], [-4.55, -3.51, -1.43], [4.86, 0.68, 2.28], [3.96, -0.05, 3.13], [4.55, -0.72, 4.25], [3.48, -1.19, 5.23], [2.42, -1.94, 4.44], [1.87, -1.07, 3.42], [0.55, -1.43, 2.93], [2.66, -0.26, 2.67], [2.27, 0.32, 1.68], [5.28, 1.54, 2.82], [4.29, 1.04, 1.42], [5.67, 0.04, 1.93], [5.22, -0.01, 4.76], [5.17, -1.58, 3.92], [3.03, -0.32, 5.71], [3.92, -1.83, 5.99], [1.60, -2.25, 5.10], [2.85, -2.84, 3.99], [-0.15, -1.48, 3.76], [0.56, -2.39, 2.43], [0.20, -0.68, 2.22]]}

=====

5.
{"formula": "C22H27CsN5O5S", "method": "ωB97M-V/def2-TZVPD", "multiplicity": 1, "relative_energy_ev": 0.544, "charge": -1, "fmax_ev_per_a": 0.5, "gap_ha": 0.282, "species": ["Cs", "O", "C", "C", "C", "N", "C", "C", "C", "O", "O", "C", "O", "O", "H", "H", "H", "C", "C", "C", "C", "C", "C", "C", "C", "C", "C", "C", "C", "H", "H", "H", "H", "H", "H", "H", "H", "H", "H", "H", "H", "H", "H", "H", "H", "H", "H", "C", "C", "N", "N", "C", "S", "N", "N", "H", "H", "H", "H", "H", "H"], "positions_angstrom": [[-0.30, -0.14, -0.02], [-1.68, 6.40, 2.16], [-1.38, 5.12, 1.82], [-2.17, 4.05, 2.20], [-1.81, 2.77, 1.81], [-0.70, 2.53, 1.09], [0.06, 3.57, 0.72], [-0.25, 4.88, 1.05], [1.33, 3.29, -0.11], [1.87, 4.27, -0.62], [1.69, 2.08, -0.18], [-2.74, 1.59, 2.19], [-3.57, 1.83, 3.07], [-2.55, 0.51, 1.56], [-2.49, 6.38, 2.69], [-3.07, 4.16, 2.80], [0.39, 5.68, 0.71], [-3.13, -0.36, -3.25], [-2.24, -1.42, -2.63], [-0.99, -1.73, -3.20], [-0.45, -0.90, -4.35], [-0.23, -2.78, -2.68], [1.07, -3.21, -3.31], [-0.67, -3.47, -1.54], [0.15, -4.60, -0.97], [-1.84, -3.06, -0.90], [-2.23, -3.64, 0.45], [-2.65, -2.07, -1.47], [-3.91, -1.65, -0.74], [-3.13, 0.56, -2.66], [-4.16, -0.72, -3.30], [-2.83, -0.11, -4.26], [-0.67, -1.35, -5.32], [0.63, -0.79, -4.27], [-0.86, 0.10, -4.34], [1.90, -3.09, -2.61], [1.31, -2.65, -4.21], [1.04, -4.26, -3.60], [0.91, -4.23, -0.28], [0.67, -5.15, -1.76], [-0.47, -5.31, -0.44], [-2.66, -2.87, 1.08], [-1.37, -4.05, 0.97], [-2.97, -4.44, 0.35], [-3.67, -1.00, 0.11], [-4.45, -2.52, -0.35], [-4.60, -1.10, -1.38], [4.55, 2.10, 2.63], [4.59, 0.74, 2.04], [5.65, 0.08, 1.71], [5.16, -1.07, 1.15], [3.82, -1.12, 1.11], [2.86, -2.29, 0.39], [3.45, 0.03, 1.74], [2.14, 0.45, 1.88], [5.57, 2.48, 2.70], [4.10, 2.09, 3.62], [3.96, 2.76, 1.99], [5.77, -1.74, 0.74], [2.01, 0.87, 2.79], [1.94, 1.15, 1.13]]}

=====

6.
{"formula": "C22H27FeO", "method": "ωB97M-V/def2-TZVPD", "multiplicity": 6, "relative_energy_ev": 3.017, "charge": -2, "fmax_ev_per_a": 3.5, "gap_ha": [0.151, 0.204], "species": ["Fe", "C", "C", "C", "H", "C", "C", "H", "H", "H", "H", "C", "C", "C", "H", "C", "C", "H", "H", "H", "H", "O", "C", "C", "C", "C", "C", "H", "H", "H", "H", "H", "H", "H", "H", "H", "H", "C", "C", "C", "C", "C", "C", "C", "H", "H", "H", "H", "H", "H", "H"], "positions_angstrom": [[0.46, -0.51, 0.87], [1.17, 0.72, 2.48], [0.42, 1.53, 1.57], [-0.92, 1.06, 1.53], [0.77, 2.45, 1.10], [-1.01, -0.07, 2.39], [0.28, -0.29, 2.98], [0.54, -1.04, 3.73], [2.21, 0.86, 2.77], [-1.77, 1.53, 1.01], [-1.94, -0.59, 2.62], [1.05, -2.29, -0.33], [0.99, -2.39, 1.12], [-0.43, -2.49, 1.45], [1.82, -2.59, 1.78], [-1.18, -2.47, 0.24], [-0.28, -2.33, -0.84], [-0.55, -2.28, -1.90], [1.96, -2.32, -0.92], [-0.82, -2.76, 2.42], [-2.25, -2.62, 0.16], [-0.44, 1.09, -1.68], [-4.15, -0.14, -1.51], [-3.32, 1.09, -1.95], [-4.35, -0.22, -0.05], [-3.83, -1.33, -2.35], [-1.59, 1.66, -1.90], [-3.78, 1.96, -1.46], [-3.45, 1.17, -3.05], [-1.51, 1.92, -2.99], [-1.77, 2.55, -1.22], [-5.36, -0.47, 0.34], [-4.02, 0.74, 0.37], [-3.64, -1.00, 0.30], [-4.62, -1.76, -2.99], [-3.43, -2.11, -1.69], [-3.00, -0.98, -3.01], [1.53, 0.31, -0.61], [2.88, 0.75, -0.26], [3.17, 2.13, -0.30], [4.44, 2.55, 0.07], [5.39, 1.57, 0.45], [5.09, 0.20, 0.47], [3.82, -0.21, 0.10], [1.59, -0.34, -1.49], [1.05, 1.25, -0.90], [2.39, 2.83, -0.60], [4.68, 3.62, 0.06], [6.40, 1.89, 0.72], [5.81, -0.56, 0.78], [3.51, -1.26, 0.11]]}

=====

7.
{"formula": "C22H27IN3O9Ru", "method": "ωB97M-V/def2-TZVPD", "multiplicity": 6, "relative_energy_ev": 1.404, "charge": -2, "fmax_ev_per_a": 1.4, "gap_ha": [0.092, 0.209], "species": ["Ru", "O", "C", "C", "N", "C", "C", "O", "O", "C", "C", "O", "O", "H", "H", "H", "H", "H", "H", "H", "H", "H", "I", "C", "C", "N", "N", "C", "H", "H", "H", "C", "C", "C", "C", "C", "H", "H", "H", "H", "H", "H", "H", "H", "H", "H", "O", "C", "O", "C", "C", "C", "C", "O", "C", "O", "C", "C", "H", "H", "H", "H", "H"], "positions_angstrom": [[-0.89, 0.87, 0.89], [2.17, -0.72, 1.91], [1.04, -1.23, 2.58], [0.56, -0.31, 3.71], [0.05, 0.96, 3.20], [-1.19, 1.33, 3.88], [-2.32, 0.26, 3.60], [-2.98, -0.11, 4.57], [-2.45, -0.11, 2.41], [1.04, 2.02, 3.32], [0.61, 3.31, 2.56], [0.75, 4.40, 3.11], [0.16, 3.13, 1.39], [1.87, -0.31, 1.08], [1.32, -2.19, 3.02], [0.19, -1.39, 1.90], [1.38, -0.13, 4.42], [-0.25, -0.84, 4.23], [-1.54, 2.30, 3.49], [-1.04, 1.43, 4.97], [1.98, 1.68, 2.88], [1.20, 2.29, 4.38], [-6.16, 4.78, -0.71], [-4.32, 3.94, 0.04], [-3.15, 4.64, 0.26], [-2.24, 3.74, 0.64], [-2.75, 2.51, 0.67], [-4.02, 2.61, 0.30], [-2.93, 5.69, 0.17], [-1.23, 3.82, 0.91], [-4.66, 1.75, 0.25], [-0.08, 2.48, -2.64], [-0.23, 1.00, -2.25], [-1.73, 0.70, -2.08], [0.31, 0.12, -3.38], [0.53, 0.78, -0.93], [-0.75, 2.74, -3.46], [0.94, 2.69, -2.95], [-0.31, 3.10, -1.78], [-2.25, 0.74, -3.04], [-2.18, 1.45, -1.42], [-1.88, -0.28, -1.63], [-0.17, 0.37, -4.32], [0.12, -0.93, -3.16], [1.39, 0.24, -3.48], [1.30, 1.55, -0.81], [-0.60, -1.53, -0.21], [0.52, -1.59, -0.77], [1.28, -0.44, -0.90], [1.13, -2.76, -1.29], [0.41, -3.99, -1.24], [0.92, -5.16, -1.73], [2.20, -5.12, -2.28], [2.96, -6.15, -2.86], [4.20, -5.57, -3.15], [4.17, -4.19, -2.92], [2.93, -3.93, -2.33], [2.45, -2.75, -1.86], [-0.58, -3.96, -0.81], [0.37, -6.09, -1.70], [4.45, -5.76, -4.21], [4.99, -6.03, -2.52], [3.01, -1.83, -1.90]]}

=====

8.
{"formula": "C22H27N3O2PPd", "method": "ωB97M-V/def2-TZVPD", "multiplicity": 1, "relative_energy_ev": 0.000, "charge": -1, "fmax_ev_per_a": 0.2, "gap_ha": [0.190, 0.190], "species": ["Pd", "O", "C", "O", "C", "P", "C", "C", "C", "C", "C", "C", "C", "C", "C", "C", "C", "C", "H", "H", "H", "H", "H", "H", "H", "H", "H", "H", "H", "H", "C", "H", "H", "C", "C", "N", "C", "N", "C", "C", "C", "N", "C", "H", "H", "H", "H", "H", "H", "H", "H", "H", "H", "H", "H", "H"], "positions_angstrom": [[0.48, 1.11, -0.36], [-1.20, -2.61, -1.65], [-1.36, -1.81, -0.70], [-0.51, -1.55, 0.19], [-2.71, -1.09, -0.62], [-2.87, 0.71, -1.11], [-2.82, 1.61, 0.42], [-3.62, 2.73, 0.55], [-3.67, 3.51, 1.71], [-2.98, 3.02, 2.85], [-2.18, 1.92, 2.81], [-1.81, 1.27, 1.49], [-1.21, 1.11, -1.84], [-0.60, 0.28, -2.83], [0.40, 0.77, -3.65], [0.86, 2.09, -3.53], [0.31, 2.91, -2.57], [-0.71, 2.43, -1.72], [-3.07, -1.12, 0.41], [-3.42, -1.64, -1.25], [-4.27, 2.98, -0.28], [-4.34, 4.36, 1.79], [-3.15, 3.50, 3.81], [-1.73, 1.52, 3.71], [-1.68, 0.19, 1.59], [-0.94, -0.74, -2.94], [0.82, 0.12, -4.41], [1.63, 2.46, -4.19], [0.65, 3.93, -2.46], [-1.24, 3.11, -1.07], [-0.43, 1.89, 1.28], [0.25, 1.70, 2.11], [-0.49, 2.97, 1.08], [1.82, -3.54, -1.00], [1.95, -2.37, -1.97], [2.42, -1.17, -1.26], [2.32, -1.03, 0.09], [2.13, 0.15, 0.63], [2.30, 0.13, 2.08], [1.39, -0.95, 2.66], [1.83, -2.30, 2.11], [2.56, -2.14, 0.84], [2.84, -3.37, 0.11], [1.97, -4.48, -1.54], [0.81, -3.53, -0.59], [0.98, -2.18, -2.42], [2.69, -2.59, -2.75], [2.28, -0.30, -1.75], [2.08, 1.11, 2.48], [3.35, -0.10, 2.32], [0.37, -0.74, 2.34], [1.42, -0.96, 3.75], [0.95, -2.93, 1.93], [2.50, -2.81, 2.80], [2.80, -4.20, 0.83], [3.86, -3.33, -0.29]]}